--- i ---
{"formula": "CH4N2O3", "method": "ωB97M-V/def2-TZVPD", "symbols": ["C", "N", "N", "O", "O", "O", "H", "H", "H", "H"], "positions_angstrom": [[-0.216, -0.161, 0.263], [2.087, 0.002, 0.378], [-1.149, 0.780, -0.042], [3.069, 0.132, -0.267], [-0.650, -1.486, -0.079], [0.980, 0.004, -0.441], [-0.060, -0.075, 1.281], [-1.269, 0.867, -1.000], [-1.422, 1.468, 0.680], [-1.370, -1.532, -0.773]], "multiplicity": 1, "e_homo_ev": -10.1, "e_lumo_ha": 0.016, "smiles": "N[C@@H](O)ON=O"}

***

--- ii ---
{"formula": "CH4N2O3", "method": "ωB97M-V/def2-TZVPD", "symbols": ["C", "N", "N", "O", "O", "O", "H", "H", "H", "H"], "positions_angstrom": [[0.379, 0.055, -0.248], [-0.791, -0.011, 0.760], [-3.101, 0.112, -0.027], [-2.962, 1.241, 0.249], [-4.004, -0.551, -0.381], [-1.994, -0.774, 0.225], [-0.262, 0.218, -1.102], [1.065, 0.858, 0.085], [0.789, -0.955, -0.358], [-0.464, -0.654, 1.431]], "multiplicity": 1, "e_homo_ev": -10.6, "e_lumo_ha": 0.029, "smiles": "CNO[N+](=O)[O-]"}

***

--- iii ---
{"formula": "CH4N2O3", "method": "ωB97M-V/def2-TZVPD", "symbols": ["C", "N", "N", "O", "O", "O", "H", "H", "H", "H"], "positions_angstrom": [[-1.006, -0.404, 0.216], [2.032, 1.276, -1.226], [-0.057, -1.083, 0.955], [2.127, 0.219, -1.768], [-0.804, 0.931, 0.095], [-1.940, -0.871, -0.400], [1.114, 1.367, -0.616], [0.465, -0.654, 1.732], [-0.357, -2.052, 1.258], [-1.574, 1.271, -0.244]], "multiplicity": 1, "e_homo_ev": -9.0, "e_lumo_ha": 0.004, "smiles": "NC(=O)O.N=O"}

***

--- iv ---
{"formula": "CH4N2O3", "method": "ωB97M-V/def2-TZVPD", "symbols": ["C", "N", "N", "O", "O", "O", "H", "H", "H", "H"], "positions_angstrom": [[1.474, 0.051, -0.301], [0.513, 0.515, 0.622], [-1.856, -0.164, -0.067], [-1.413, -1.172, 0.404], [-2.925, 0.123, -0.474], [-0.931, 0.915, -0.113], [1.884, 0.956, -0.745], [2.074, -0.402, 0.446], [1.040, -0.643, -1.070], [0.141, -0.178, 1.297]], "multiplicity": 1, "e_homo_ev": -10.5, "e_lumo_ha": 0.020, "smiles": "CNO[N+](=O)[O-]"}

***

Short version: iv is the least stable of them.

***

--- i ---
{"formula": "C3H2N2O2", "method": "ωB97M-V/def2-TZVPD", "symbols": ["C", "C", "C", "H", "H", "N", "N", "O", "O"], "positions_angstrom": [[-1.878, -1.144, 0.734], [1.190, 0.202, 0.064], [1.927, 1.010, -0.826], [-2.153, -1.844, 1.462], [1.937, -0.462, 0.655], [-0.100, 0.169, 0.068], [2.647, 1.683, -1.463], [-2.583, -0.577, -0.030], [-0.548, -0.806, 1.007]], "multiplicity": 1, "e_homo_ev": -11.2, "e_lumo_ha": -0.028, "smiles": "N#C/C=N/OC=O"}

***

--- ii ---
{"formula": "C3H2N2O2", "method": "ωB97M-V/def2-TZVPD", "symbols": ["C", "C", "C", "N", "N", "O", "O", "H", "H"], "positions_angstrom": [[-2.913, -1.681, -0.059], [0.154, 0.415, -0.012], [-1.123, 0.433, -0.010], [-3.717, -2.469, 0.028], [-2.302, 1.152, 0.010], [-2.768, 1.313, 1.151], [-2.761, 1.513, -1.050], [0.663, 1.428, -0.275], [0.719, -0.432, 0.184]], "multiplicity": 1, "e_homo_ev": [-10.9, -11.9], "e_lumo_ha": [-0.145, -0.114]}

***

Short version: ii is the least stable of them.

***

--- i ---
{"formula": "C3H2N2O2", "method": "ωB97M-V/def2-TZVPD", "symbols": ["N", "C", "O", "C", "O", "C", "N", "H", "H"], "positions_angstrom": [[-1.339, -0.618, -0.613], [-0.715, 0.297, -0.029], [0.644, 0.503, 0.164], [1.551, -0.416, -0.245], [1.321, -1.389, -0.908], [-1.408, 1.271, 0.787], [-1.879, 1.790, 1.704], [-0.708, -1.316, -1.004], [2.532, -0.120, 0.145]], "multiplicity": 1, "e_homo_ev": -11.4, "e_lumo_ha": -0.008, "smiles": "[H]/N=C(/C#N)OC=O"}

***

--- ii ---
{"formula": "C3H2N2O2", "method": "ωB97M-V/def2-TZVPD", "symbols": ["C", "C", "C", "N", "N", "O", "O", "H", "H"], "positions_angstrom": [[-0.184, 2.433, 0.073], [-0.900, -1.459, 0.018], [1.494, -0.917, -0.245], [0.435, 1.476, 0.121], [0.445, -1.325, 0.131], [2.524, -0.491, -0.511], [-1.442, -2.349, -0.568], [-0.856, 3.232, 0.412], [-1.515, -0.600, 0.569]], "multiplicity": 1, "e_homo_ev": -10.7, "e_lumo_ha": 0.027, "smiles": "O=C=NC=O.C#N"}

***

Short version: ii is the least stable of them.